8 unconnected molecules or ions with the total composition C17H37FIO29PS7Si, computed with wB97M-V/def2-TZVPD.

Each line ends with the Mulliken charge.
Positions of all 94 atoms, in Å:
C 1.859 -2.276 2.057  -1.5373
C 1.438 -1.286 0.972  0.5310
C 0.063 -1.528 0.388  0.4079
F -0.126 -0.599 -0.668  -0.3562
Si -1.381 -1.284 1.616  0.2658
P -2.876 -2.956 1.226  0.1974
O -2.153 -4.349 1.735  -0.4873
I -4.659 -2.501 2.831  -0.1792
H 1.089 -2.463 2.804  0.3565
H 2.207 -3.221 1.640  0.3777
H 2.709 -1.857 2.599  0.3830
H 2.144 -1.409 0.139  -0.0013
H 1.556 -0.255 1.300  -0.2473
H 0.002 -2.510 -0.086  0.3017
H -0.905 -1.449 3.012  -0.1422
H -2.016 0.041 1.508  -0.1624
H -1.204 -4.338 1.569  0.3476
C -0.957 -3.476 -4.827  -0.1912
C -0.844 -2.157 -4.093  -0.2941
O -1.873 -2.230 -3.089  -0.2783
S -2.044 -3.730 -2.601  1.0512
O -1.298 -3.910 -1.403  -0.4739
O -3.422 -4.063 -2.654  -0.5187
O -1.255 -4.433 -3.784  -0.3586
H -1.788 -3.470 -5.534  0.2574
H -0.046 -3.749 -5.347  0.2518
H -1.014 -1.296 -4.732  0.3759
H 0.119 -2.051 -3.589  0.2431
C 0.615 4.009 2.030  -0.4117
C -0.565 3.096 2.268  -0.1853
O 0.023 1.831 2.621  -0.2483
S 1.383 2.087 3.424  1.1204
O 1.153 2.006 4.818  -0.5072
O 2.412 1.323 2.805  -0.6087
O 1.562 3.625 3.040  -0.3023
H 1.062 3.842 1.048  0.2232
H 0.362 5.060 2.140  0.3451
H -1.194 2.987 1.390  0.3918
H -1.167 3.437 3.113  0.1563
C -7.094 -3.460 -1.551  -0.1968
C -6.261 -3.200 -2.787  -0.2525
O -7.222 -2.758 -3.765  -0.3121
S -8.389 -1.943 -3.049  1.0903
O -8.132 -0.551 -3.147  -0.5471
O -9.633 -2.486 -3.464  -0.5395
O -8.071 -2.405 -1.554  -0.3126
H -7.619 -4.415 -1.611  0.3043
H -6.511 -3.421 -0.635  0.1991
H -5.745 -4.082 -3.145  0.3369
H -5.539 -2.400 -2.622  0.2467
C 3.318 1.256 -0.993  0.0811
C 4.234 0.464 -1.901  -0.3351
O 3.729 0.728 -3.219  -0.3291
S 3.146 2.215 -3.289  1.0725
O 4.126 3.083 -3.837  -0.5443
O 1.837 2.150 -3.832  -0.5325
O 3.070 2.474 -1.715  -0.3039
H 2.365 0.746 -0.839  -0.0811
H 3.771 1.481 -0.031  0.3225
H 4.208 -0.603 -1.702  0.3279
H 5.264 0.821 -1.848  0.2990
C 6.426 2.445 6.212  -0.3077
C 6.198 2.321 7.704  -0.3933
O 4.780 2.455 7.851  -0.3094
S 4.037 1.822 6.579  1.1350
O 3.629 0.499 6.883  -0.5922
O 3.123 2.777 6.071  -0.4413
O 5.322 1.744 5.627  -0.3005
H 6.391 3.485 5.884  0.2818
H 7.359 1.991 5.888  0.2955
H 6.702 3.096 8.276  0.3052
H 6.496 1.339 8.077  0.3020
C 1.294 -3.399 -10.476  -0.3441
C 1.431 -2.078 -9.746  -0.3237
O 0.419 -2.142 -8.728  -0.3095
S 0.241 -3.644 -8.233  1.1627
O 1.010 -3.832 -7.051  -0.5998
O -1.136 -3.974 -8.273  -0.5524
O 1.014 -4.348 -9.433  -0.2884
H 0.454 -3.392 -11.171  0.2974
H 2.200 -3.688 -11.000  0.3045
H 1.256 -1.218 -10.385  0.3095
H 2.404 -1.983 -9.261  0.2861
C -1.170 4.701 6.609  -0.0425
C -1.000 6.196 6.785  -0.3676
O -1.604 6.757 5.607  -0.3240
S -2.838 5.853 5.150  1.1161
O -4.046 6.408 5.637  -0.5602
O -2.669 5.542 3.774  -0.5167
O -2.478 4.569 6.024  -0.2894
H -0.434 4.286 5.918  0.0558
H -1.132 4.156 7.547  0.2925
H 0.042 6.499 6.843  0.3335
H -1.540 6.566 7.659  0.2977

The value obtained for the HOMO energy is -7.95 eV. Its electronic energy is -6667.49292 Ha. As for the strongest force on any atom: 0.0307 hartree/bohr. The total charge is 0.